Molecular formula: C42H48IN6RuS2Sb
Method: DFT, wB97M-V/def2-TZVPD

## Properties
charge	+1
ΔE to the lowest compared entry with this formula, charge and spin	20.4	kcal per mole
2S+1	2
orbital gap (spin up / spin down)	5.94 / 5.78	eV
HOMO (spin up / spin down)	-0.36831 / -0.36680	Ha
molar mass	1050.76	g/mol

Structure (XYZ):
```
101
Properties=species:S:1:pos:R:3:forces:R:3
H -2.427249 -4.443142 -2.014071 -0.001 0.005 -0.016
C 2.497192 2.526104 -2.521636 -0.059 -0.025 -0.080
H -3.032088 -2.828812 -0.310821 0.024 0.042 -0.005
H -3.128628 3.706161 2.306430 0.023 0.030 0.009
Sb -0.037567 -2.018788 -1.602364 -0.183 -0.080 -0.037
N -1.184321 4.168136 1.819976 0.070 -0.122 -0.043
H -3.263783 -2.324848 -2.462203 0.011 0.013 0.036
H 0.112217 -0.521999 -4.467489 -0.010 0.012 0.021
C 0.004656 -4.263405 0.436763 0.065 0.023 -0.018
I 1.673469 4.578421 1.152713 -0.082 0.228 -0.015
C 4.149525 -0.196652 2.514776 -0.017 0.001 0.039
C -4.080030 -0.057178 2.045315 0.029 0.011 -0.007
H -2.268846 3.973923 -2.268335 -0.006 0.004 -0.012
C 2.350201 1.233077 3.241957 0.102 -0.298 -0.249
C 4.536070 1.517544 4.185731 -0.096 -0.063 -0.086
C 1.757126 -2.953244 -2.481458 0.016 0.069 0.038
H -0.602929 3.451712 -3.392880 -0.002 0.033 -0.009
H 2.449189 -4.662572 -3.590594 0.017 0.000 0.016
H -1.835913 -2.146366 0.797674 0.005 -0.049 0.022
H -2.003869 -5.583851 -0.745620 0.003 -0.002 0.006
C -0.876646 -0.410694 -4.021537 0.023 0.069 0.044
H -2.894977 -2.080136 4.446049 -0.015 -0.013 0.003
C -0.232332 5.074902 1.901431 0.097 0.033 -0.022
C 3.332598 1.377395 -0.504455 -0.026 0.045 0.029
H 0.426139 7.036758 2.490318 0.000 -0.005 0.005
C -2.759641 -1.408843 -2.774060 -0.008 -0.082 0.051
C -3.877905 2.192295 0.111773 0.012 -0.083 0.005
H 2.560010 -3.609050 -0.545129 0.000 0.020 -0.011
C 3.200340 1.893182 4.115629 0.038 -0.038 0.019
C -1.026124 -3.680320 -0.530444 -0.033 0.027 0.031
H 0.704138 -4.436182 -3.702596 0.018 0.004 -0.042
C -0.475085 -1.420470 3.811258 -0.008 0.107 -0.008
C -1.364321 -1.689578 -3.337720 0.023 0.102 0.044
H 3.762614 -3.370670 -1.814417 0.003 -0.015 0.000
N -1.621651 1.518825 -0.100331 -0.006 0.308 0.324
H -0.489344 -4.981219 1.101136 -0.005 0.006 0.013
C -1.438164 -2.807893 -4.369705 0.073 -0.007 -0.040
C 6.384109 0.075033 3.430095 0.147 -0.035 -0.013
H 3.035033 -1.976605 -1.007745 0.004 0.003 -0.002
S 1.685444 -0.603739 1.356279 0.036 0.061 0.054
H 2.841245 2.706053 4.732918 -0.023 0.002 -0.008
C -2.364864 4.474722 2.363208 -0.104 0.061 0.051
H 4.273110 1.620686 -0.992778 0.010 0.038 0.012
H -1.689184 -3.773292 -3.934198 -0.024 -0.004 0.004
H -0.496571 -2.915850 -4.909782 0.008 -0.017 0.003
C -0.392425 6.332497 2.470347 -0.005 -0.004 0.048
H 1.738586 3.553560 -4.244019 -0.006 -0.001 -0.011
S 0.648037 1.608572 3.102274 0.035 0.431 -0.061
N 0.926632 1.832659 -0.855588 -0.035 0.270 0.327
H 3.257525 0.299254 -0.387923 0.033 0.008 -0.050
H -1.572206 -0.137613 -4.823604 -0.001 -0.003 -0.011
H -0.662900 -2.447431 4.120233 0.005 -0.016 0.018
C -2.634597 5.685403 2.975807 0.051 -0.011 -0.017
C -2.925719 -1.369051 3.633116 -0.089 -0.016 -0.028
C -2.861977 0.419605 1.615742 -0.073 0.006 -0.103
H 2.272117 -0.981389 -3.295022 0.018 -0.002 0.010
H 0.796040 -4.803272 -0.084361 0.003 0.018 0.006
N 7.484587 -0.252138 3.436322 0.021 -0.014 0.009
N -1.671005 0.002936 2.138204 -0.039 0.280 -0.055
C 1.508636 3.084661 -3.297276 0.036 -0.014 0.052
H -4.986632 0.268370 1.559166 -0.021 -0.004 0.015
C 1.557387 -4.361214 -3.029673 -0.037 -0.053 0.039
H -0.263457 -0.834425 4.708492 -0.007 0.010 -0.015
Ru -0.027863 0.923222 1.139458 -0.123 -1.299 -0.417
H -0.857837 -5.254031 -2.043083 0.002 -0.010 0.006
H 3.530060 2.556445 -2.836975 0.006 -0.009 -0.009
H -5.060073 -1.365116 3.450325 -0.011 -0.004 -0.001
C 2.246319 -2.032554 -3.600315 -0.085 0.009 -0.057
H -0.835923 0.427643 -3.318901 -0.006 -0.033 -0.026
H -3.380984 -0.943290 -3.547285 -0.009 -0.013 -0.012
H 4.532330 -1.000519 1.899141 -0.008 -0.009 -0.001
C 5.418590 2.221681 5.065851 0.075 0.064 0.072
C -4.120243 -0.973596 3.087252 0.129 0.033 -0.012
H 3.333524 1.810179 0.497271 -0.025 -0.008 -0.010
C 5.007470 0.466381 3.382443 -0.140 0.031 -0.007
H -2.730146 -0.726496 -1.915697 -0.008 0.005 -0.032
H 1.423078 -5.089685 -2.228838 -0.029 0.000 -0.003
H 1.626397 -2.114020 -4.494580 -0.007 0.027 0.010
C -3.678937 3.111069 -0.906266 0.008 0.005 -0.006
C -0.031941 2.428412 -1.602962 -0.006 -0.002 -0.079
C 0.211812 3.039742 -2.818266 -0.004 -0.042 0.049
C -2.157260 -3.063102 0.297694 0.004 0.050 -0.012
C -2.438175 3.228223 -1.507558 -0.027 -0.024 -0.055
N 6.104913 2.807459 5.775987 0.012 0.009 0.016
C -1.705554 -0.886421 3.144074 0.059 -0.132 0.158
C 2.813398 0.181065 2.436346 -0.005 0.187 0.219
H -4.834505 2.121757 0.606638 -0.011 0.015 -0.005
H -2.207940 -2.568780 -5.112821 -0.001 0.008 -0.004
H -3.606480 5.873442 3.409031 -0.011 0.009 -0.005
C -1.625918 6.638579 3.018146 -0.011 -0.049 -0.031
H -4.489988 3.757169 -1.213981 -0.006 -0.002 -0.008
H -1.793003 7.604210 3.476074 0.000 0.002 0.012
C 2.830828 -2.978377 -1.392782 0.012 0.038 0.059
C -1.413991 2.399492 -1.076626 0.073 -0.033 0.003
C -1.602762 -4.795773 -1.393875 -0.003 -0.008 -0.031
H 0.399464 -1.395683 3.172758 -0.032 0.008 -0.013
H 3.264493 -2.318239 -3.884435 0.002 -0.011 -0.008
H -2.475669 -3.771590 1.071257 -0.024 -0.021 -0.020
C -2.808356 1.405871 0.509379 0.065 -0.067 -0.072
C 2.189885 1.908509 -1.306923 0.113 -0.012 0.019
H 0.469921 -3.493817 1.061736 -0.005 -0.013 -0.014
```
Positions in Å, forces in eV/Å.